A 5-piece molecular cluster, C20H51ClN3O12 overall in a non-equilibrium geometry, computed with ωB97M-V/def2-TZVPD.

```
87
Properties=species:S:1:pos:R:3:forces:R:3
Cl 0.15077 -1.60583 0.64648 0.518 0.085 0.180
O 2.58434 1.92749 -8.53407 -0.642 0.786 0.598
O 1.39818 -0.94430 1.03091 0.207 0.032 0.895
O 4.49054 -0.56593 1.83966 0.418 0.135 0.847
O -0.28031 0.16827 -4.70819 0.722 0.659 0.219
O 0.44585 -3.03413 0.52302 -0.789 1.217 -0.358
O -4.68721 -1.89738 0.72750 0.560 1.066 0.520
O 2.83651 2.45777 4.30390 -1.324 -0.224 0.446
O -0.89723 -1.40614 1.66379 1.213 -0.024 -1.554
O 0.30038 4.97030 2.65478 -1.512 -0.292 1.429
O -4.41444 -6.61603 4.26900 0.694 0.685 -1.447
O -0.16269 -0.94966 -0.63075 -0.914 -1.200 0.733
O 3.36924 -0.85175 -1.21719 -0.504 -0.709 0.241
N 2.25253 0.18374 -5.87048 -0.116 -0.794 4.416
N 1.94521 5.37846 5.14910 -0.657 1.511 -1.429
N -5.05706 -4.42571 1.96055 -0.418 -1.455 0.808
C 4.72079 0.19008 0.66957 -1.013 -1.257 -0.486
C 3.06224 5.01082 4.29723 1.024 -1.265 2.235
C 2.93925 -0.14445 -7.01565 -0.539 1.586 -2.486
C 1.14430 6.42351 4.40541 -0.524 -0.116 1.400
C -0.67126 3.91184 2.48814 0.345 -0.063 -0.190
C -4.94865 -2.97520 -0.09900 -0.562 -0.898 0.849
C -5.34198 -5.52402 4.17693 -0.066 -1.441 1.380
C -5.74856 -4.00178 0.78902 -0.922 1.373 -1.824
C 4.58232 -0.85693 -0.52364 1.423 3.686 -0.782
C 1.85583 -0.96864 -4.97601 -1.875 2.709 -0.368
C 3.56499 3.55333 4.85905 0.386 0.565 -2.534
C -1.25335 0.65875 -3.82576 -0.841 0.143 0.540
C -0.07405 5.83059 3.78532 0.013 -0.125 -1.216
C 2.03370 1.39410 -9.76501 -0.037 0.375 2.100
C 2.82831 2.21240 2.89048 0.626 0.272 0.491
C -5.90669 -5.29589 2.80185 -0.697 0.633 1.169
C -3.98945 -6.85003 5.55872 0.770 -0.111 1.192
C 0.82493 -0.35512 -3.95798 0.788 -1.927 -0.738
C 3.46604 1.18913 -7.70387 0.809 -2.913 -1.173
C -4.09883 -0.79838 0.05499 0.067 0.635 0.645
H -5.51686 -2.52005 -0.91023 -0.530 -0.898 -0.543
H 0.79835 7.18117 5.10851 -0.325 -0.126 0.524
H -6.05977 -5.90628 4.90270 -1.307 0.477 -0.318
H 2.74433 1.14880 2.66733 -0.034 -0.071 0.672
H -4.50438 -7.67326 6.05394 -0.374 -0.250 -0.130
H 2.87633 5.06421 3.22453 -0.215 -0.707 -0.062
H -0.78384 6.56795 3.41036 0.070 0.378 -0.141
H 1.26837 0.65897 -9.51610 0.439 -0.756 -0.202
H 4.59439 3.29313 4.61264 0.505 0.789 -0.229
H 3.96054 0.96906 0.72675 -0.235 0.162 -1.105
H -0.37951 3.22061 1.69745 0.703 0.059 0.192
H -0.58186 5.40317 4.64992 -0.296 -1.205 -0.413
H 5.65858 0.74495 0.69740 0.406 -0.618 0.058
H -4.30323 0.10611 0.62791 -0.004 -0.130 0.428
H 3.99810 1.74485 -6.93174 -0.792 0.794 -0.127
H -6.67529 -3.47618 1.01927 -0.004 0.163 0.580
H 1.47919 0.82390 -5.98107 -0.039 -0.238 -0.207
H -6.11073 -4.86227 0.22644 0.179 -0.206 -0.687
H 5.08363 -1.77237 -0.20941 -0.709 -0.427 0.074
H -1.65845 4.20646 2.13209 -0.167 0.821 0.291
H -2.05457 1.22640 -4.29895 0.264 -0.084 -0.796
H -0.79243 3.36298 3.42204 0.052 -0.098 0.011
H 4.26052 0.83382 -8.36010 0.454 -0.083 -0.304
H 1.40628 2.19866 -10.14860 0.630 0.274 -0.380
H -4.55434 -0.56196 -0.90664 -0.060 -0.541 -0.436
H -2.92605 -7.08569 5.60048 0.104 -0.153 -0.386
H 2.62543 -1.00063 -0.62881 -0.456 -0.161 0.442
H -6.35614 -6.21486 2.42555 0.973 -0.700 -0.826
H 2.67987 -1.47031 -4.46869 0.096 0.314 -0.092
H 1.44695 4.54477 5.42619 -0.818 0.186 -0.420
H -3.01297 -0.86703 -0.01055 0.049 -0.317 -0.249
H 3.66517 5.88550 4.54119 1.487 -0.592 -0.430
H -0.86498 1.34595 -3.07409 0.412 -0.135 0.168
H 3.73137 -0.87617 -6.85678 0.177 0.244 0.100
H -6.87812 -4.87259 3.05724 0.045 1.296 -0.236
H 3.79873 2.51808 2.49941 -0.017 0.280 -0.392
H 1.24022 -1.67772 -5.52948 0.214 -0.496 -0.325
H 2.83694 1.06152 -10.42249 -0.253 -0.139 -0.204
H 2.18268 -0.57558 -7.67127 0.333 -0.671 -1.110
H 1.32926 0.31902 -3.26568 -0.302 0.543 -0.193
H -1.76511 -0.15951 -3.31915 0.151 -0.204 0.309
H 0.44707 -1.19530 -3.37537 -0.016 0.000 0.374
H 5.18019 -0.39874 -1.31150 0.875 -0.337 -0.060
H -4.36756 -5.07408 1.60799 0.806 0.147 0.185
H 1.98820 2.67367 2.37131 0.133 0.511 0.129
H 3.53255 3.43922 5.94257 -0.605 0.418 -0.034
H 3.55370 -0.74251 1.72663 -0.447 -0.598 0.650
H -4.07880 -5.99896 6.23385 -0.250 0.402 -0.112
H 1.63666 7.10208 3.70884 1.074 -0.874 -0.252
H -4.99142 -4.61420 4.66422 0.633 0.221 -0.483
H -4.05165 -3.44205 -0.50588 0.357 -0.004 -0.049
```
Positions in Å, forces in eV/Å.

As for the spin multiplicity: 1. The HOMO-LUMO gap comes out at 8.6 eV. Its net charge is -1.

These are the Löwdin partial charges, in e, on atoms 1 to 4: number 1, Cl, carries 0.691; number 2, O, carries -0.213; number 3, O, carries -0.411; number 4, O, carries -0.095

***

C20H51O22S6V as an isolated structure in a non-equilibrium geometry, computed with ωB97M-V/def2-TZVPD.

```
100
Properties=species:S:1:pos:R:3:forces:R:3
V 2.59718 -4.77078 -3.07446 -0.105 -3.142 1.881
S -4.43378 -5.25100 -4.12540 -3.783 -0.349 1.457
S 5.90102 3.71046 -2.78988 -0.279 1.005 -0.309
S 0.74370 5.59529 0.72829 -1.618 0.110 1.844
S -9.59936 -4.41376 2.77573 -0.782 0.771 1.422
S 12.32388 -0.57135 -1.87725 -3.077 1.490 1.180
S -5.85881 2.04637 0.44230 0.637 1.500 -0.807
O 12.48305 0.24435 -0.66125 -0.079 -2.188 -2.552
O 2.16101 5.38709 1.69301 -2.101 0.893 -1.663
O 13.27250 -0.45344 -2.94909 -0.579 -1.100 1.359
O 4.13772 -4.85168 -2.69981 -1.611 0.222 -0.560
O -5.03093 1.78847 -0.76242 -1.955 -0.036 3.246
O -4.84433 2.10009 1.77785 -1.257 -0.374 -2.612
O 1.95361 -6.25991 -2.83876 1.371 3.412 -0.675
O 10.84310 -0.19272 -2.55352 1.309 1.135 0.992
O 5.65428 5.32719 -2.53375 0.778 -1.914 0.241
O 0.63052 4.57565 -0.29006 0.565 0.711 1.070
O -7.04000 1.28235 0.84856 1.807 0.851 -0.971
O -0.43069 5.77691 1.64001 3.053 -0.181 -1.845
O -8.46777 -3.83306 3.93425 -2.685 -0.920 -0.807
O -3.81787 -3.98056 -4.41179 0.336 -1.674 -0.472
O 4.60362 3.14113 -3.12471 2.044 0.631 0.554
O -5.68319 -5.68629 -4.84336 3.568 1.096 1.558
O -3.37562 -6.53575 -4.10559 -1.226 2.069 -0.493
O 0.82366 -2.04475 -0.24770 1.130 -0.008 1.686
O -8.88795 -4.80559 1.56482 -0.677 -0.128 1.812
O -10.59146 -5.23641 3.49719 2.560 0.948 -1.508
O 11.76223 -2.09856 -1.46713 2.614 0.628 -0.582
O 6.71085 3.26697 -1.65985 -1.077 -0.187 -1.859
C 3.28377 4.60642 3.60790 2.124 -1.453 0.131
C -6.35739 3.88213 0.28913 -0.735 -1.013 0.469
C 10.34860 -2.19216 -1.49252 0.336 0.528 -0.260
C -10.48752 -2.86165 2.40304 0.290 -1.232 -0.069
C -4.38267 2.68808 3.98032 0.252 1.193 0.588
C -4.87192 -5.15801 -2.27806 0.665 -1.705 0.229
C 1.24880 7.14428 -0.11571 0.213 -1.852 0.799
C -7.11103 -4.02546 3.65360 1.706 0.169 -0.510
C 6.35757 7.26088 -1.47423 -0.419 2.034 0.399
C -2.91134 -8.86169 -4.67327 -1.338 0.653 2.290
C 6.70570 5.85687 -1.70031 -0.105 0.609 1.281
C 0.44441 -1.66529 2.27215 -0.440 0.586 -1.063
C -4.00398 -7.82849 -4.14814 1.259 -2.175 -0.681
C -5.48630 2.51153 2.97483 0.707 -0.072 0.982
C 1.19022 -1.33836 0.95003 -0.098 -1.374 -0.794
C 9.90450 -1.24426 -2.58956 -0.167 -0.161 0.064
C 1.95232 4.76498 2.96120 -1.179 -0.329 0.799
C 6.90719 3.90439 -4.35247 -1.020 -0.692 0.534
C 2.68761 -1.22543 1.32560 0.310 -0.206 -1.383
C -6.20432 -3.72012 4.84866 -1.038 0.024 0.797
H -3.03578 -9.78669 -4.11025 -1.074 -0.580 -0.613
H 7.12657 7.76191 -0.88628 0.642 0.094 -0.623
H -2.96775 -9.01227 -5.75134 0.782 0.200 0.306
H 1.68631 7.77166 0.66087 -0.280 0.259 -0.387
H 3.99945 5.41088 3.43830 -0.514 0.460 -0.097
H 7.71107 5.86033 -2.12140 -0.135 -0.668 -0.554
H -3.79104 1.82359 4.28151 -0.454 -0.200 -0.174
H -6.19074 1.79101 3.39042 -0.222 -0.161 -0.617
H 0.81936 -0.38131 0.58312 0.087 0.911 0.306
H 5.53304 7.47542 -0.79438 -0.669 -0.647 -0.391
H -3.67966 3.45817 3.66278 0.100 -0.081 -0.310
H 7.40996 2.95879 -4.55541 0.357 0.225 0.319
H -9.91584 -2.02467 2.80397 -0.238 -0.045 -0.309
H -6.94378 -5.04502 3.30630 0.103 0.082 -0.145
H 0.39777 7.50502 -0.69340 0.076 0.107 0.380
H -6.90674 4.05890 -0.63557 0.760 -0.465 -0.514
H -11.49323 -2.98240 2.80562 0.279 0.224 0.303
H -5.30029 -6.11763 -1.98873 -0.451 -0.186 -0.591
H 10.02004 -3.22292 -1.62544 0.333 0.061 0.032
H -5.27188 -3.26009 4.52150 0.063 -0.441 0.052
H 3.03949 -2.10187 1.86978 -0.344 0.128 0.613
H 2.88624 -0.27465 1.82025 -0.052 -0.254 0.399
H 6.75801 5.42421 -0.70122 -0.121 -0.801 -0.415
H 1.30005 5.27960 3.66676 -0.066 1.061 -0.483
H -10.57261 -2.92926 1.31847 0.232 0.568 0.016
H -4.27446 -8.13107 -3.13651 -0.153 0.243 0.037
H -4.87498 3.15342 4.83425 0.131 -0.321 0.473
H 7.53748 4.79211 -4.29961 0.143 -0.390 0.310
H 1.99615 6.70732 -0.77800 0.190 0.511 -0.112
H -5.51434 -4.41612 -1.80370 -0.112 0.508 -1.262
H -6.80999 -3.31122 2.88722 -0.090 -0.206 -0.419
H -0.62197 -1.59105 2.05902 -0.122 -0.477 0.195
H -3.99421 -5.20011 -1.63311 0.667 0.477 -0.660
H 1.34147 3.87792 2.79360 0.687 -0.662 0.038
H 0.72806 -2.60681 2.74245 -0.070 -0.082 -0.254
H -5.96064 3.48506 2.85100 -0.216 -0.092 -0.161
H 3.35986 -1.25087 0.46797 -0.288 0.287 -0.467
H 3.84256 3.73989 3.25438 -0.143 -0.168 -0.748
H 10.01282 -1.77159 -0.54464 -0.329 -0.251 0.066
H 9.90800 -1.49560 -3.65018 -0.322 -1.072 0.268
H -6.67555 -3.01301 5.53134 -0.187 0.431 -0.298
H -2.01630 -8.65017 -4.08824 0.837 0.878 -1.310
H -7.16623 4.11685 0.98108 0.342 -0.337 0.636
H -5.52406 4.56773 0.44279 0.105 -0.411 -0.221
H 6.20367 4.03129 -5.17532 -0.261 0.153 0.292
H -6.08770 -4.57455 5.51533 0.488 -0.233 -0.358
H 6.17053 7.72207 -2.44399 0.124 0.539 0.226
H -4.86722 -7.89320 -4.81051 0.044 0.552 0.203
H 3.36143 4.36463 4.66790 -1.008 0.520 0.270
H 8.90573 -0.99393 -2.23194 -0.054 0.943 -0.563
H 0.64779 -0.85547 2.97280 0.195 0.002 0.125
```
Positions in Å, forces in eV/Å.

As for the spin multiplicity: 1. The HOMO-LUMO gap comes out at 3.6 eV.

These are the Löwdin partial charges, in e, on atoms 1 to 4: number 1, V, carries 1.087; number 2, S, carries 0.717; number 3, S, carries 0.681; number 4, S, carries 0.711

***

For reference, LUMO energy by record: 2.6, -3.6 eV.